{"formula": "C27H25NO10", "method": "ωB97M-V/def2-TZVPD", "charge": 0, "gap_ev": 7.921, "de_lowest_kcal_mol": 2.00, "lumo_ev": 0.32, "e_homo_ev": -7.597, "species": ["O", "O", "O", "O", "O", "O", "O", "O", "O", "O", "N", "C", "C", "C", "C", "C", "C", "C", "C", "C", "C", "C", "C", "C", "C", "C", "C", "C", "C", "C", "C", "C", "C", "C", "C", "C", "C", "C", "H", "H", "H", "H", "H", "H", "H", "H", "H", "H", "H", "H", "H", "H", "H", "H", "H", "H", "H", "H", "H", "H", "H", "H", "H"], "positions_angstrom": [[0.732, -5.697, -0.621], [3.203, -0.159, 0.845], [0.793, 2.795, -0.630], [2.826, -4.891, -1.142], [0.496, -1.284, -2.482], [-6.072, -1.043, 0.002], [-3.613, 2.959, 0.299], [6.710, 2.936, 1.709], [-5.931, 1.375, 0.812], [-0.005, 0.235, -0.878], [-1.652, -0.873, -1.937], [1.601, 1.940, -0.349], [4.944, 1.337, 1.262], [-4.835, 0.933, 0.125], [-3.673, 1.670, -0.148], [-3.842, -0.996, -0.966], [5.478, 2.619, 1.263], [0.832, -4.394, -0.215], [1.522, -1.810, 0.386], [1.969, -6.008, -1.228], [7.548, 1.910, 2.193], [-2.701, -0.250, -1.236], [-0.316, -0.685, -1.818], [4.707, 3.692, 0.785], [2.467, -2.614, -0.255], [3.661, 1.111, 0.773], [-6.218, -2.390, -0.371], [-0.102, -3.610, 0.417], [1.363, 0.455, -0.624], [3.448, 3.467, 0.298], [0.269, -2.302, 0.717], [2.905, 2.175, 0.262], [-6.289, 2.738, 0.746], [1.820, -0.352, 0.612], [-4.906, -0.409, -0.298], [-2.504, 3.751, -0.066], [2.099, -3.904, -0.537], [-2.628, 1.077, -0.851], [1.955, 0.137, -1.497], [-1.744, 1.642, -1.078], [-1.562, 3.342, 0.307], [-0.445, -1.655, 1.204], [2.427, -6.866, -0.712], [1.804, -6.266, -2.287], [-7.313, 2.782, 1.117], [7.750, 1.162, 1.421], [1.253, 0.018, 1.482], [5.487, 0.487, 1.641], [3.439, -2.233, -0.517], [-1.904, -1.649, -2.533], [7.114, 1.421, 3.070], [-3.887, -2.024, -1.287], [-2.437, 3.870, -1.151], [8.478, 2.400, 2.475], [-5.468, -3.027, 0.110], [-2.683, 4.723, 0.393], [-6.259, 3.111, -0.281], [2.846, 4.275, -0.089], [-7.209, -2.682, -0.029], [-6.160, -2.519, -1.458], [-1.078, -3.991, 0.665], [5.137, 4.680, 0.808], [-5.645, 3.359, 1.372]], "forces_ev_per_a": [[-0.3, 0.3, 0.3], [0.3, -0.1, -0.1], [0.1, 0.0, 0.0], [0.2, 0.4, 0.1], [0.2, 0.0, -0.1], [0.2, 0.3, 0.0], [-0.3, -0.5, 0.1], [-0.2, 0.2, -0.1], [0.4, -0.3, 0.0], [0.0, 0.1, 0.2], [-0.3, -0.2, -0.1], [-0.3, -0.5, -0.2], [0.3, -0.1, 0.1], [-0.2, 0.0, 0.0], [-0.2, -0.1, 0.0], [0.0, -0.1, 0.0], [-0.4, -0.1, -0.1], [0.4, 0.4, -0.1], [0.0, 0.1, 0.3], [0.3, -1.1, -0.5], [0.2, -0.2, 0.1], [-0.3, 0.3, 0.3], [0.2, -0.2, -0.2], [0.1, 0.1, 0.0], [0.0, -0.3, 0.0], [-0.1, 0.6, -0.1], [0.0, -0.2, -0.1], [0.1, -0.4, -0.2], [0.3, 0.1, -0.2], [0.1, -0.2, 0.1], [0.2, 0.2, 0.1], [0.2, -0.1, 0.2], [-0.2, 0.4, 0.1], [-0.8, 0.0, -0.2], [-0.1, 0.3, 0.1], [0.2, 0.1, 0.0], [-0.5, 0.0, 0.2], [0.0, 0.1, 0.0], [0.0, 0.1, 0.2], [0.1, 0.1, 0.0], [0.0, 0.0, 0.0], [-0.1, 0.1, 0.1], [-0.1, 0.3, -0.1], [0.0, 0.1, 0.2], [0.0, 0.0, -0.1], [0.0, 0.0, 0.0], [0.1, -0.1, -0.1], [0.1, -0.1, 0.1], [0.2, 0.0, -0.1], [0.2, 0.2, 0.1], [0.0, 0.0, 0.0], [0.0, -0.2, 0.0], [0.0, 0.0, 0.0], [-0.1, -0.1, 0.0], [0.0, 0.0, 0.0], [0.0, 0.0, -0.1], [0.0, 0.0, 0.0], [0.0, 0.1, 0.0], [0.1, 0.0, 0.0], [0.0, 0.0, 0.0], [-0.1, -0.1, 0.0], [0.0, 0.1, 0.0], [-0.1, -0.1, -0.1]]}